Below is 2 unconnected molecules or ions with the total composition C15H29N2O6P, with properties calculated with the ωB97M-V functional and the def2-TZVPD basis.

Last column: natural (NBO) charge in e.
Element x y z (Å)
C  -4.856  -7.368  0.136  -0.66
C  -4.969  -5.872  -0.043  0.04
C  -6.265  -5.347  -0.606  -0.64
C  -3.968  -4.977  0.306  -0.21
C  -2.614  -5.345  0.876  -0.44
C  -1.488  -4.473  0.298  -0.42
C  -1.525  -3.024  0.749  0.05
C  -1.440  -2.725  2.227  -0.67
C  -1.531  -2.029  -0.219  -0.22
C  -1.489  -0.538  0.005  -0.11
O  -0.392  -0.053  -0.767  -0.77
P  -0.211  1.560  -0.694  2.52
O  -0.919  2.262  -1.777  -1.16
O  -0.875  2.207  0.580  -1.00
O  1.342  1.880  -0.724  -1.00
H  -4.617  -7.841  -0.822  0.22
H  -4.089  -7.642  0.864  0.22
H  -5.806  -7.773  0.495  0.21
H  -7.099  -5.633  0.041  0.21
H  -6.437  -5.765  -1.603  0.21
H  -6.254  -4.256  -0.690  0.22
H  -4.161  -3.917  0.161  0.20
H  -2.372  -6.384  0.644  0.21
H  -2.642  -5.249  1.965  0.21
H  -0.529  -4.898  0.612  0.21
H  -1.522  -4.536  -0.795  0.21
H  -0.940  -3.545  2.751  0.22
H  -2.445  -2.608  2.643  0.23
H  -0.865  -1.818  2.427  0.22
H  -1.548  -2.332  -1.261  0.20
H  -2.429  -0.093  -0.341  0.20
H  -1.370  -0.285  1.062  0.19
H  -1.052  3.087  0.221  0.52
H  1.408  2.822  -0.469  0.53
C  2.540  4.703  -2.472  -0.42
N  3.222  5.272  -1.309  -0.60
C  2.908  5.019  -0.035  0.68
O  1.969  4.276  0.255  -0.69
C  3.805  5.616  1.065  -0.31
N  5.250  5.442  0.840  -0.60
C  5.975  6.116  -0.052  0.68
C  7.449  5.791  -0.114  -0.71
O  5.494  6.947  -0.811  -0.66
H  2.927  5.153  -3.388  0.21
H  1.466  4.891  -2.410  0.22
H  2.704  3.623  -2.510  0.21
H  4.000  5.906  -1.470  0.43
H  3.533  5.155  2.014  0.24
H  3.587  6.683  1.130  0.23
H  5.731  4.767  1.413  0.40
H  7.906  6.371  -0.915  0.25
H  7.579  4.730  -0.317  0.23
H  7.919  6.047  0.834  0.23

Its total charge is 0. The largest force on an atom is 0.0633 hartree/bohr. Its frontier orbital gap is 0.33123 hartree. As for the SMILES: CC(C)=CCC/C(C)=C/COP(=O)(O)O.CNC(=O)CNC(C)=O. The LUMO energy is 0.453 eV. The energy above the lowest of the compared OMol25 structures with the same formula, charge and spin comes out at 1.4 kcal per mole.

=====

Below is a single C15H29N3OS molecule, with properties calculated with the ωB97M-V functional and the def2-TZVPD basis.

Last column: natural (NBO) charge in e.
Element x y z (Å)
C  -6.958  -1.670  0.684  -0.61
C  -6.103  -2.316  -0.400  -0.39
C  -5.212  -1.317  -1.140  -0.39
C  -4.100  -0.735  -0.270  -0.40
C  -3.187  0.188  -1.074  -0.37
C  -2.008  0.741  -0.266  -0.24
C  -2.433  1.794  0.756  -0.39
C  -1.263  2.124  1.687  -0.40
C  0.074  2.201  0.932  -0.31
C  0.868  0.915  1.100  0.67
O  0.510  -0.073  1.715  -0.65
N  2.110  0.968  0.559  -0.47
N  2.877  -0.197  0.546  -0.45
C  3.604  -0.485  -0.560  0.28
S  3.861  0.669  -1.728  -0.30
N  4.158  -1.710  -0.672  -0.59
C  4.167  -2.735  0.348  -0.22
C  5.126  -2.416  1.493  -0.62
C  -0.175  2.491  -0.553  -0.40
C  -0.958  1.351  -1.211  -0.40
H  -7.629  -2.405  1.123  0.21
H  -6.339  -1.262  1.479  0.20
H  -7.558  -0.865  0.266  0.20
H  -5.477  -3.093  0.046  0.19
H  -6.762  -2.799  -1.126  0.20
H  -4.759  -1.822  -1.998  0.20
H  -5.831  -0.503  -1.528  0.19
H  -3.507  -1.551  0.149  0.20
H  -4.541  -0.182  0.559  0.19
H  -2.790  -0.372  -1.924  0.20
H  -3.772  1.021  -1.473  0.19
H  -1.554  -0.088  0.286  0.21
H  -3.267  1.429  1.356  0.21
H  -2.773  2.690  0.232  0.19
H  -1.180  1.341  2.442  0.23
H  -1.458  3.067  2.199  0.21
H  0.693  3.001  1.352  0.23
H  2.409  1.621  -0.164  0.43
H  2.416  -0.920  1.096  0.42
H  4.839  -1.785  -1.413  0.42
H  3.151  -2.865  0.733  0.19
H  4.461  -3.669  -0.136  0.21
H  4.847  -1.483  1.976  0.22
H  6.142  -2.320  1.119  0.21
H  5.101  -3.213  2.231  0.22
H  0.764  2.649  -1.087  0.21
H  -0.741  3.421  -0.620  0.21
H  -0.268  0.570  -1.537  0.21
H  -1.452  1.740  -2.105  0.21

Its total charge is 0. The largest force on an atom is 0.0131 hartree/bohr. Its frontier orbital gap is 0.34019 hartree. As for the SMILES: CCCCC[C@H]1CC[C@H](C(=O)NNC(=S)NCC)CC1. The LUMO energy is 0.695 eV. The energy above the lowest of the compared OMol25 structures with the same formula, charge and spin comes out at 5.8 kcal per mole.

=====

| no. | HOMO energy (eV) |
| --- | --- |
| 1 | -8.561 |
| 2 | -8.562 |